Entry from the OMol25 dataset: an isolated ion of composition CH2IO2S and charge -1 (ωB97M-V with the def2-TZVPD basis set).

Each line ends with the Mulliken charge.
Element x y z (Å)
C: -0.79 -0.13 -0.19  -0.308
O: -0.93 1.21 -0.66  -0.550
O: 1.61 0.19 -1.06  -0.566
S: 0.75 0.73 0.02  0.436
I: 1.46 -0.71 2.05  -0.597
H: -1.40 -0.39 0.66  0.282
H: -0.72 -0.90 -0.81  0.303

The HOMO energy comes out at -3.78 eV. For the HOMO-LUMO gap, the calculation gives 7.2 eV. Its LUMO energy is 3.44 eV. Its relative energy (zero: lowest compared OMol25 entry of this formula, charge and spin) is 71.39 kJ/mol. As for the net charge: -1. As for the energy: -885.66531 Eh.

---

Entry from the OMol25 dataset: a 2-piece molecular cluster, C5H10N2 overall (ωB97M-V with the def2-TZVPD basis set).

Each line ends with the Mulliken spin population.
Element x y z (Å)
C: -1.81 2.58 0.58  0.000
C: -1.67 2.48 -0.73  0.004
C: -0.40 0.97 1.44  0.003
N: -0.85 2.15 1.50  0.007
H: -2.66 3.08 1.03  0.000
H: -0.86 1.87 -1.12  -0.001
H: -2.43 2.85 -1.40  0.000
H: 0.46 0.72 2.05  0.001
H: -0.96 0.26 0.82  -0.003
C: 1.30 -1.22 -1.30  0.473
C: 1.54 -1.90 -0.11  0.152
N: 1.64 -3.21 -0.05  0.300
H: 0.99 -1.72 -2.21  0.023
H: 1.39 -0.15 -1.29  0.053
H: 1.56 -1.38 0.84  0.003
H: 1.31 -3.72 -0.87  -0.006
H: 1.46 -3.67 0.84  -0.008

The HOMO energy (alpha / beta) comes out at -11.94 / -11.90 eV. As for the spin multiplicity: 2. For the HOMO-LUMO gap (alpha / beta), the calculation gives 7.5 / 3.9 eV. Its LUMO energy (alpha / beta) is -4.46 / -8.00 eV. As for the expectation value of S²: 0.762. Its relative energy (zero: lowest compared OMol25 entry of this formula, charge and spin) is 86.88 kJ/mol. As for the net charge: +1. As for the energy: -305.63632 Eh.

---

Entry from the OMol25 dataset: C3H3O3Tb as an isolated structure (ωB97M-V with the def2-TZVPD basis set).

Each line ends with the Mulliken spin population.
Element x y z (Å)
C: -1.33 -0.16 0.15  0.002
O: 1.51 0.26 -0.89  -0.058
C: 0.92 -0.75 -0.43  0.060
C: -1.27 1.16 0.31  -0.002
O: -0.38 -0.94 -0.51  -0.004
O: 1.58 -1.62 0.22  -0.070
H: -2.10 -0.79 0.58  0.000
H: -0.53 1.79 -0.18  0.001
H: -2.03 1.63 0.93  0.000
Tb: 3.63 -0.59 -0.18  6.071

The HOMO energy (alpha / beta) comes out at -16.48 / -16.49 eV. As for the spin multiplicity: 7. For the HOMO-LUMO gap (alpha / beta), the calculation gives 4.4 / 4.0 eV. Its LUMO energy (alpha / beta) is -12.13 / -12.54 eV. As for the expectation value of S²: 12.719. Its relative energy (zero: lowest compared OMol25 entry of this formula, charge and spin) is 0.00 kJ/mol. As for the net charge: +2. As for the energy: -1165.54185 Eh.

---

Entry from the OMol25 dataset: the molecule C23H27ClN4O6 (ωB97M-V with the def2-TZVPD basis set).

Each line ends with the Mulliken charge.
Element x y z (Å)
C: 0.39 5.26 -0.39  -0.777
H: 0.48 5.82 -1.33  0.343
O: 1.23 5.78 0.60  -0.307
C: 0.95 7.13 0.92  -0.500
C: 1.81 7.54 2.11  -0.613
H: 1.82 8.63 2.19  0.369
H: 2.83 7.20 1.93  0.298
C: 1.30 6.95 3.43  -0.796
N: 1.26 5.51 3.38  -0.127
C: 0.17 4.82 3.02  0.520
O: -0.96 5.26 2.91  -0.714
C: 0.49 3.34 2.77  0.447
O: 1.60 2.88 2.89  -0.645
N: -0.63 2.68 2.39  0.144
N: -0.67 1.38 2.08  -0.538
C: -1.78 0.85 1.76  -0.320
C: -1.85 -0.55 1.41  0.189
C: -3.07 -1.14 1.07  -0.953
C: -3.11 -2.48 0.73  -0.649
C: -1.96 -3.27 0.72  -0.003
C: -0.73 -2.68 1.09  1.234
C: -0.70 -1.34 1.42  -0.474
H: 0.22 -0.86 1.70  0.808
O: 0.38 -3.48 1.09  -0.375
C: 1.65 -2.89 1.22  -1.097
H: 1.81 -2.10 0.48  0.412
H: 1.80 -2.48 2.23  0.361
H: 2.36 -3.70 1.05  0.279
O: -2.17 -4.55 0.30  -0.512
C: -1.12 -5.50 0.24  -0.569
C: 0.00 -5.17 -0.76  0.526
O: 1.06 -5.75 -0.71  -0.666
N: -0.37 -4.22 -1.66  -0.021
C: 0.43 -3.53 -2.58  0.413
C: 1.70 -3.99 -2.91  -0.736
C: 2.47 -3.28 -3.81  -0.626
C: 1.98 -2.13 -4.40  -0.654
C: 0.71 -1.68 -4.06  0.544
C: -0.09 -2.36 -3.15  0.434
C: -1.46 -1.86 -2.77  -1.332
H: -1.52 -1.67 -1.70  0.117
H: -1.67 -0.94 -3.29  0.467
H: -2.22 -2.59 -3.04  0.370
Cl: 0.15 -0.23 -4.81  -0.271
H: 2.57 -1.57 -5.11  0.432
H: 3.46 -3.63 -4.07  0.393
H: 2.08 -4.88 -2.45  0.540
H: -1.31 -3.88 -1.57  0.130
H: -1.61 -6.42 -0.08  0.405
H: -0.67 -5.67 1.22  0.318
H: -4.04 -2.95 0.44  0.461
H: -3.97 -0.56 1.06  0.374
H: -2.71 1.42 1.73  0.350
H: -1.49 3.25 2.36  0.338
H: 2.13 5.00 3.30  0.253
H: 1.94 7.26 4.26  0.328
H: 0.28 7.28 3.61  0.362
H: -0.12 7.23 1.18  0.306
H: 1.16 7.77 0.06  0.473
H: 0.69 4.23 -0.55  0.242
H: -0.66 5.29 -0.07  0.295

The HOMO energy comes out at -8.23 eV. As for the SMILES: COCCCNC(=O)C(=O)N/N=C/c1ccc(OCC(=O)Nc2cccc(Cl)c2C)c(OC)c1. For the HOMO-LUMO gap, the calculation gives 8.2 eV. Its LUMO energy is 0.00 eV. Its relative energy (zero: lowest compared OMol25 entry of this formula, charge and spin) is 4.67 kJ/mol. As for the energy: -2023.30141 Eh.

---

Entry from the OMol25 dataset: a 2-piece molecular cluster, C4H5N2O overall (ωB97M-V with the def2-TZVPD basis set).

Each line ends with the Mulliken charge.
Element x y z (Å)
C: -1.89 1.38 0.01  0.550
C: 0.11 -0.08 -1.01  -0.729
C: -0.65 -1.01 -0.04  -0.581
C: -0.84 0.49 -0.08  -0.094
N: -2.75 2.15 0.08  -0.657
N: 0.63 1.14 1.95  -0.100
O: 1.85 1.30 1.53  -0.401
H: 1.17 0.07 -0.95  0.181
H: -0.12 -0.14 -2.04  0.245
H: -1.57 -1.50 -0.40  0.218
H: -0.30 -1.66 0.94  0.187
H: -0.08 2.02 1.93  0.182

The HOMO energy (alpha / beta) comes out at -2.51 / -2.54 eV. For the HOMO-LUMO gap (alpha / beta), the calculation gives 6.8 / 6.8 eV. Its LUMO energy (alpha / beta) is 4.26 / 4.28 eV. Its relative energy (zero: lowest compared OMol25 entry of this formula, charge and spin) is 222.40 kJ/mol. As for the net charge: -1. As for the energy: -339.99690 Eh.

---

Entry from the OMol25 dataset: an isolated ion of composition C4H12N3 and charge +2 (ωB97M-V with the def2-TZVPD basis set).

Each line ends with the Mulliken spin population.
Element x y z (Å)
C: 0.28 0.59 1.49  0.004
C: 0.36 1.23 0.18  0.007
C: 1.37 0.53 -0.69  -0.006
N: -1.55 -1.35 -1.05  0.276
C: -0.60 -0.62 -1.61  -0.117
N: 0.72 -0.68 -1.31  0.742
N: -0.70 -0.61 1.43  0.003
H: 1.22 0.26 2.02  0.001
H: -0.22 1.30 2.19  0.002
H: 0.66 2.30 0.25  -0.002
H: -0.61 1.18 -0.32  0.006
H: 2.10 -0.02 -0.07  0.026
H: 1.93 1.12 -1.48  0.061
H: -2.48 -0.93 -1.29  -0.012
H: -1.02 0.10 -2.35  0.039
H: 1.47 -1.42 -1.37  -0.027
H: -0.64 -1.03 0.46  -0.002
H: -1.82 -0.70 1.32  0.001
H: -0.46 -1.26 2.19  -0.001

The HOMO energy (alpha / beta) comes out at -20.62 / -20.63 eV. As for the spin multiplicity: 2. For the HOMO-LUMO gap (alpha / beta), the calculation gives 11.5 / 7.7 eV. Its LUMO energy (alpha / beta) is -9.08 / -12.97 eV. As for the expectation value of S²: 0.768. Its relative energy (zero: lowest compared OMol25 entry of this formula, charge and spin) is 399.90 kJ/mol. As for the net charge: +2. As for the energy: -323.06540 Eh.